A 2-piece molecular cluster, C4H11N3O2 overall in a non-equilibrium geometry. Source: the OMol25 dataset; level of theory: ωB97M-V/def2-TZVPD.

Last column: Löwdin charge in e.
Cartesian coordinates (Å):
C -2.7328 -2.0281 -0.9994  -0.097
C -1.2550 -0.0470 -0.2505  -0.373
N -0.0685 -0.7809 0.1633  0.147
N -2.3142 -0.6853 -0.8720  -0.011
N -1.3107 1.1958 0.0555  0.217
H -0.1027 -1.7848 0.1110  0.073
H 0.7322 -0.3062 0.9065  0.113
H -2.7584 -0.0925 -1.5789  0.148
H -2.1489 1.6987 -0.1950  0.135
H -0.6401 1.8161 0.3560  0.106
H -2.8980 -2.3680 0.0258  0.095
H -2.0019 -2.8331 -1.3361  0.109
H -3.5371 -2.1339 -1.6530  0.068
C 3.0498 1.5684 0.2597  -0.067
C 3.1150 0.5478 1.2313  -0.771
O 2.0637 -0.1233 1.7453  -0.167
O 4.2311 0.4813 1.6608  0.028
H 3.8705 2.1779 0.1979  0.043
H 2.3523 2.4245 0.7457  0.119
H 2.3538 1.2726 -0.5740  0.085

Computed properties:
Orbital gap   7.2 eV
Energy   -12889.214 eV
HOMO energy   -7.53 eV
E_LUMO   -0.28 eV
Energy relative to the best compared isomer or geometry (same formula, charge and spin)   348.9 kJ/mol
Total charge   0
Maximum force   8.5 eV/A

A 2-piece molecular cluster, C4H11N3O2 overall in a non-equilibrium geometry. Source: the OMol25 dataset; level of theory: ωB97M-V/def2-TZVPD.

Last column: Löwdin charge in e.
Cartesian coordinates (Å):
H 0.8422 2.4972 2.1552  0.040
N 0.3465 2.4219 1.2372  0.087
C -0.5093 1.4395 1.0365  -0.462
N -1.0778 1.2214 -0.2423  0.073
N -1.0428 0.3610 2.0423  -0.062
C -0.2011 0.3032 3.2928  -0.132
H -1.0846 1.9831 -0.9439  0.125
H -1.9935 0.8691 -0.1453  0.073
H -1.0658 -0.5890 1.4685  0.148
H -0.1760 1.2455 3.7917  0.049
H 0.8322 0.1357 2.9489  0.080
H -0.7884 -0.3481 3.9628  0.083
C 1.4202 -2.2533 -2.6427  -0.002
C 0.4890 -1.4750 -1.9512  -0.586
O -0.7095 -1.4314 -1.6626  0.041
O 1.0741 -0.4710 -1.2414  0.049
H 2.3736 -2.1760 -2.0626  0.116
H 1.7819 -1.5223 -3.5570  0.166
H 1.0844 -3.1340 -3.2052  0.100
H 0.5033 0.1410 -0.8550  0.014

Computed properties:
Orbital gap   10.1 eV
Energy   -12889.997 eV
HOMO energy   -9.34 eV
SMILES   [H]/N=C(/N)NC.CC(=O)O
E_LUMO   0.79 eV
Energy relative to the best compared isomer or geometry (same formula, charge and spin)   273.3 kJ/mol
Total charge   0
Maximum force   8.6 eV/A

A 2-piece molecular cluster, C4H11N3O2 overall in a non-equilibrium geometry. Source: the OMol25 dataset; level of theory: ωB97M-V/def2-TZVPD.

Last column: Löwdin charge in e.
Cartesian coordinates (Å):
H 0.1951 1.4661 0.5729  -0.034
N 0.4780 0.6396 0.3359  0.130
C 1.4175 0.6051 -0.5944  -0.562
N 1.6824 -0.6307 -1.1196  0.099
N 1.9508 1.6150 -1.3051  -0.059
C 1.6340 2.9422 -0.9883  -0.126
H 2.7477 -0.5292 -1.3810  0.147
H 1.2760 -1.5375 -0.8867  0.100
H 1.7930 1.3525 -2.4050  0.216
H 2.0778 3.1381 -0.0394  0.087
H 0.5898 3.1527 -0.9373  0.076
H 1.9912 3.5840 -1.7804  0.087
C -2.6832 -2.7618 1.3144  -0.038
C -2.2396 -1.4236 1.3585  -0.635
O -2.7216 -0.4624 1.9264  0.064
O -1.0264 -1.3075 0.6852  -0.062
H -2.1473 -3.3485 0.5456  0.089
H -3.8014 -2.8681 1.1432  0.111
H -2.5301 -3.2879 2.3315  0.128
H -0.6836 -0.3383 1.2233  0.184

Computed properties:
Orbital gap   9.9 eV
Energy   -12889.926 eV
HOMO energy   -9.24 eV
SMILES   [H]/N=C(/N)NC.CC(=O)O
E_LUMO   0.68 eV
Energy relative to the best compared isomer or geometry (same formula, charge and spin)   280.2 kJ/mol
Total charge   0
Maximum force   6.9 eV/A

A 2-piece molecular cluster, C4H11N3O2 overall in a non-equilibrium geometry. Source: the OMol25 dataset; level of theory: ωB97M-V/def2-TZVPD.

Last column: Löwdin charge in e.
Cartesian coordinates (Å):
C -2.4293 0.2621 -0.1819  -0.122
N -1.0858 0.2446 0.3448  -0.035
C -0.7339 0.8525 1.3977  -0.515
N -1.5879 1.3956 2.3540  0.129
N 0.5540 1.3940 1.5424  0.122
H -3.2684 0.0244 0.5044  0.077
H -2.5356 -0.6293 -0.8252  0.073
H -2.4804 1.1548 -0.8489  0.100
H -2.5564 1.4095 2.0867  0.071
H -1.2622 2.2256 2.8099  0.086
H 1.2339 1.1084 0.8486  0.052
H 0.9359 1.3529 2.4942  0.102
C 2.5222 -1.9419 -2.0140  -0.005
C 1.7165 -1.0548 -1.1459  -0.581
O 2.2361 -0.2661 -0.3518  0.017
O 0.4590 -0.7867 -1.5094  0.022
H 1.9724 -2.8735 -2.1827  0.084
H 3.4899 -2.0418 -1.5047  0.094
H 2.5802 -1.7708 -3.1018  0.098
H 0.2397 -0.0595 -0.7164  0.133

Computed properties:
Orbital gap   10.1 eV
Energy   -12891.517 eV
HOMO energy   -9.24 eV
SMILES   CN=C(N)N.CC(=O)O
E_LUMO   0.89 eV
Energy relative to the best compared isomer or geometry (same formula, charge and spin)   126.7 kJ/mol
Total charge   0
Maximum force   4.1 eV/A

One molecule with the formula C4H11N3O2 in a non-equilibrium geometry. Source: the OMol25 dataset; level of theory: ωB97M-V/def2-TZVPD.

Last column: Löwdin spin population.
Cartesian coordinates (Å):
C 2.3120 0.2024 -0.1032  0.259
C -2.5280 0.2661 0.4473  0.026
C -1.4561 0.0311 -0.5624  0.114
C 0.9160 -0.4343 -0.4598  0.233
N 0.0314 1.7191 0.2258  0.070
N -0.1774 0.2889 0.0397  0.627
N 0.7799 -1.7565 0.1135  0.113
O 3.2670 -0.6265 0.3321  0.079
O 2.4673 1.3618 -0.1806  0.188
H -2.5781 1.3464 0.7038  0.001
H -3.5040 -0.1717 0.1211  0.003
H -2.1965 -0.2845 1.3617  0.002
H -1.4552 -0.9890 -1.0108  0.024
H -1.7321 0.7412 -1.3615  0.045
H 0.8324 -0.3956 -1.6311  0.137
H 0.5331 1.8916 1.0415  0.020
H 0.6431 2.1572 -0.5041  0.033
H 0.9537 -1.7296 1.1595  0.006
H -0.1112 -2.0518 0.0285  0.015
H 3.0028 -1.5661 0.2391  0.006

Computed properties:
Expectation value of S²   2.007
Orbital gap (alpha / beta)   3.9 / 5.9 eV
Energy   -12884.357 eV
HOMO energy (alpha / beta)   -3.20 / -9.45 eV
E_LUMO (alpha / beta)   0.68 / -3.58 eV
Energy relative to the best compared isomer or geometry (same formula, charge and spin)   178.4 kJ/mol
Total charge   0
Maximum force   6.5 eV/A
2S+1   3

A 2-piece molecular cluster, C4H11N3O2 overall in a non-equilibrium geometry. Source: the OMol25 dataset; level of theory: ωB97M-V/def2-TZVPD.

Last column: Löwdin spin population.
Cartesian coordinates (Å):
C 2.5476 -1.3556 -2.1544  0.051
C 1.0945 -0.3653 -0.4446  0.014
N 0.0553 -1.1876 -0.6696  0.040
N 2.3914 -0.9365 -0.7461  0.503
N 1.1301 0.8097 -0.0097  0.299
H -0.8046 -0.9134 -0.1560  0.001
H 0.0056 -1.9401 -1.2965  0.001
H 2.8278 -1.6635 -0.1425  0.014
H 1.8801 1.4180 0.2446  0.008
H -0.5904 1.1574 0.2466  0.008
H 2.9581 -0.5810 -2.7769  0.012
H 1.8287 -2.0715 -2.5662  0.018
H 3.3399 -2.1364 -2.1453  0.001
C -3.1403 1.7657 2.1656  0.003
C -2.2738 0.8671 1.2887  0.003
O -2.1788 -0.3390 1.2755  0.000
O -1.3496 1.5918 0.6533  0.023
H -2.4081 2.4995 2.5564  0.000
H -3.3551 1.0541 2.9541  0.001
H -3.9583 2.3267 1.7230  0.000

Computed properties:
Expectation value of S²   0.757
Orbital gap (alpha / beta)   10.2 / 4.9 eV
Energy   -12882.007 eV
HOMO energy (alpha / beta)   -13.73 / -13.70 eV
E_LUMO (alpha / beta)   -3.55 / -8.78 eV
Energy relative to the best compared isomer or geometry (same formula, charge and spin)   297.7 kJ/mol
Total charge   +1
Maximum force   3.6 eV/A
2S+1   2

One molecule with the formula C4H11N3S in a non-equilibrium geometry. Source: the OMol25 dataset; level of theory: ωB97M-V/def2-TZVPD.

Last column: Löwdin charge in e.
Cartesian coordinates (Å):
H 0.1701 1.5513 1.2987  0.041
N -0.8112 1.7173 1.0708  0.137
C -0.9986 0.9596 0.0656  -0.532
C -2.3898 0.8090 -0.5237  -0.457
S -3.1535 -0.8559 -0.1181  0.645
N -0.0520 0.1616 -0.5628  -0.003
N 1.1722 -0.0080 0.0978  -0.302
C 1.2051 -1.2238 0.9104  -0.097
C 2.3038 0.0898 -0.8591  -0.079
H -2.5190 1.0301 -1.5651  0.063
H -3.0314 1.5286 -0.0543  0.053
H -2.9595 -0.7763 1.2418  -0.122
H -0.3508 -0.6546 -1.0726  0.119
H 2.0642 -1.0234 1.5950  0.089
H 1.3505 -2.2668 0.3546  0.113
H 0.2416 -1.3356 1.4351  0.076
H 2.3279 -0.7948 -1.5648  0.086
H 3.2661 0.0889 -0.2919  0.087
H 2.1641 1.0028 -1.4573  0.082

Computed properties:
Orbital gap   10.0 eV
Energy   -19630.458 eV
HOMO energy   -9.18 eV
SMILES   [H]/N=C(/CS)NN(C)C
E_LUMO   0.77 eV
Energy relative to the best compared isomer or geometry (same formula, charge and spin)   164.3 kJ/mol
Total charge   0
Maximum force   2.2 eV/A

One molecule with the formula C4H11N3S in a non-equilibrium geometry. Source: the OMol25 dataset; level of theory: ωB97M-V/def2-TZVPD.

Last column: Löwdin spin population.
Cartesian coordinates (Å):
C -2.9373 0.3624 -0.3976  0.026
C -2.1062 -0.8957 -0.6979  0.051
C -1.7779 0.0164 0.4084  0.186
C 2.2464 -0.2004 0.2878  0.039
N 3.1103 -0.2686 -0.8578  0.018
N 0.3161 1.7188 1.4147  0.610
N 0.7908 -0.3446 -0.0007  0.234
S -0.2425 1.0207 0.1345  0.718
H -2.8570 1.3113 -1.0420  0.015
H -3.8732 0.1794 -0.0125  0.002
H -2.6107 -1.8069 -0.5592  0.014
H -1.3762 -0.9001 -1.5086  0.009
H -1.7764 -0.3023 1.4143  0.005
H 2.5446 -0.9674 0.9006  0.013
H 4.0494 -0.4171 -0.4138  0.002
H 2.3252 0.8748 0.8002  0.010
H 2.9540 0.5725 -1.4000  0.002
H 0.6461 1.1652 2.2577  0.043
H 0.5745 -1.1184 -0.7281  0.004

Computed properties:
Expectation value of S²   2.013
Orbital gap (alpha / beta)   4.6 / 6.4 eV
Energy   -19623.368 eV
HOMO energy (alpha / beta)   -3.69 / -8.63 eV
E_LUMO (alpha / beta)   0.96 / -2.20 eV
Energy relative to the best compared isomer or geometry (same formula, charge and spin)   211.0 kJ/mol
Total charge   0
Maximum force   4.2 eV/A
2S+1   3

> What is the energy relative to the best compared isomer or geometry (same formula, charge and spin) in the second record?

273.3 kJ/mol

> Look up the energy relative to the best compared isomer or geometry (same formula, charge and spin) of the third one.

280.2 kJ/mol

> Look up the total charge of the fifth one.

0